ORCA calculation (ωB97M-V with the def2-TZVPD basis set) on a 11-piece molecular cluster, C50H91F12N16O2P2 overall in a non-equilibrium geometry.

Geometry as XYZ:
```
173
Properties=species:S:1:pos:R:3
C 3.4739 -6.9357 -2.6900
C 2.7208 -5.7807 -3.5309
N 1.9628 -4.8782 -2.6863
C 2.4426 -3.7202 -2.0626
C 1.3940 -3.1869 -1.2771
N 0.2768 -4.0127 -1.4466
C 0.7219 -5.1277 -2.1307
C -1.0195 -3.7536 -0.8268
H 4.1856 -7.5278 -3.2652
H 2.8140 -7.5603 -2.0879
H 4.0865 -6.4123 -1.9559
H 2.0967 -6.3081 -4.2523
H 3.4808 -5.1762 -4.0259
H 3.4559 -3.3626 -2.1711
H 1.3900 -2.3829 -0.5560
H 0.0885 -5.9465 -2.4387
H -1.5699 -4.6927 -0.8832
H -1.4106 -2.8502 -1.2950
H -0.8199 -3.4886 0.2115
C -3.0419 -1.3555 -4.8349
C -2.7302 -0.1986 -3.7568
N -3.9047 -0.0376 -2.7872
C -5.0847 0.7023 -3.0668
C -5.8998 0.6388 -1.9611
N -5.2990 -0.1366 -1.0334
C -4.0621 -0.4902 -1.5404
C -5.8408 -0.4810 0.2700
H -2.4709 -1.3325 -5.7631
H -4.0765 -1.4568 -5.1626
H -3.0424 -2.3219 -4.3307
H -2.6603 0.7174 -4.3435
H -1.7829 -0.4238 -3.2669
H -5.1794 1.2364 -4.0007
H -6.8226 1.1241 -1.6795
H -3.3776 -1.2043 -1.1069
H -6.6158 -1.2352 0.1330
H -6.1185 0.3995 0.8494
H -5.0288 -0.9579 0.8189
C 2.0157 -0.2576 -3.4297
C 1.9743 -0.8704 -4.8199
N 3.1368 -0.5575 -5.6227
C 3.4364 0.6029 -6.3893
C 4.6473 0.3556 -7.0551
N 5.0830 -1.0177 -6.8058
C 4.1838 -1.4907 -5.8911
C 6.2511 -1.8188 -7.2358
H 2.8597 -0.7099 -2.9090
H 1.0950 -0.3397 -2.8521
H 2.3729 0.7709 -3.4833
H 1.0595 -0.5584 -5.3237
H 1.8198 -1.9494 -4.8260
H 2.8709 1.5116 -6.2449
H 5.1368 1.0511 -7.7208
H 4.0890 -2.4382 -5.3815
H 6.9323 -1.8213 -6.3850
H 6.6372 -1.1845 -8.0338
H 5.8198 -2.7307 -7.6488
C 2.4403 -1.4265 5.3597
C 1.4070 -1.7604 4.2673
N 0.1867 -2.3854 4.7295
C -1.0319 -1.7949 4.7915
C -1.9583 -2.6352 5.4073
N -1.2305 -3.8634 5.6973
C 0.1120 -3.6626 5.2297
C -1.6469 -4.8730 6.6089
H 3.3457 -0.9171 5.0298
H 2.6109 -2.2538 6.0486
H 1.9906 -0.6129 5.9289
H 1.8320 -2.3748 3.4736
H 1.0243 -0.7764 3.9964
H -1.2257 -0.8354 4.3354
H -3.0217 -2.7023 5.5838
H 0.9851 -4.2825 5.3707
H -2.5097 -5.4366 6.2538
H -2.0608 -4.4376 7.5184
H -0.8284 -5.4775 6.9995
C 6.7954 3.8609 0.6850
C 5.4055 3.1541 0.5377
N 4.5204 3.7528 1.4349
C 3.3108 3.1446 1.7101
C 2.6066 3.9782 2.6604
N 3.2783 5.1694 2.7344
C 4.4636 5.0374 2.0013
C 2.9467 6.2516 3.7509
H 7.2611 3.5790 1.6293
H 6.6437 4.9261 0.5104
H 7.4706 3.5057 -0.0935
H 5.5608 2.1433 0.9149
H 4.9659 3.2599 -0.4541
H 3.0199 2.2267 1.2209
H 1.5967 3.8552 3.0228
H 5.2603 5.7543 2.1339
H 1.8729 6.4378 3.7708
H 3.5459 7.1345 3.5282
H 3.2810 5.9144 4.7320
C 0.1932 3.9301 -0.4025
C 1.1616 2.9219 -1.1118
N 1.2769 3.1886 -2.5146
C 2.5118 3.1960 -3.2246
C 2.1610 3.4446 -4.4339
N 0.7603 3.5152 -4.6244
C 0.2590 3.2952 -3.3965
C -0.0318 3.8350 -5.8602
H -0.7697 3.8988 -0.9122
H 0.6157 4.9180 -0.5859
H 0.0972 3.8016 0.6756
H 0.9475 1.8564 -1.0283
H 2.2099 2.9531 -0.8150
H 3.4121 3.0628 -2.6432
H 2.7564 3.5133 -5.3323
H -0.7799 3.3824 -3.1148
H 0.4217 3.4256 -6.7628
H -0.0278 4.9064 -6.0604
H -1.0043 3.3445 -5.9034
C -3.3247 2.7837 0.7817
C -3.3793 3.7975 1.8943
N -2.8982 5.0942 1.4234
C -1.6798 5.6407 1.7214
C -1.6666 6.8262 0.9917
N -2.8236 6.9641 0.2865
C -3.6426 5.9406 0.5894
C -3.2258 8.2272 -0.3113
H -3.6476 3.2344 -0.1568
H -4.0786 2.0106 0.9300
H -2.3677 2.2678 0.7046
H -2.8539 3.5289 2.8107
H -4.3893 3.9641 2.2687
H -1.1524 5.1020 2.4947
H -1.0546 7.7106 0.8932
H -4.6984 5.8603 0.3770
H -4.2725 8.3911 -0.0551
H -3.2793 8.1528 -1.3975
H -2.7426 9.1246 0.0752
C -6.4161 -7.2664 1.9556
C -6.3051 -6.0340 2.8962
N -5.0451 -5.3449 2.7755
C -4.8539 -4.0342 2.4510
C -3.4489 -3.7412 2.3170
N -2.8108 -5.0056 2.5271
C -3.7892 -5.8916 2.7740
C -1.4457 -5.3065 2.5604
H -7.2283 -7.3773 1.2372
H -6.2831 -8.1476 2.5832
H -5.5726 -7.3275 1.2680
H -6.4493 -6.0683 3.9761
H -7.0642 -5.2928 2.6460
H -5.7318 -3.4551 2.2055
H -2.8618 -2.8475 2.1651
H -3.5678 -6.9185 3.0248
H -0.9776 -4.3222 2.5498
H -1.1267 -5.8278 1.6578
H -1.1234 -5.8871 3.4248
C -0.0973 0.6114 1.2481
C -0.9551 -0.3261 0.4962
O -1.8188 -0.8895 1.1998
O -0.8678 -0.4638 -0.7621
H 0.0390 0.1752 2.2377
H -0.2357 1.6804 1.4098
H 0.9258 0.5776 0.8736
P -0.5057 3.0503 5.2889
F -0.6168 3.1138 3.7344
F -1.2326 1.6730 5.3934
F 1.0455 2.4748 5.1422
F -0.1544 3.2142 6.8727
F 0.1185 4.5302 5.0396
F -1.8684 3.8452 5.4413
P 3.8017 -0.8021 0.8128
F 4.3727 -1.6784 -0.4251
F 5.2073 0.0651 0.8740
F 3.0981 0.2595 -0.2291
F 3.3927 0.1154 2.1348
F 2.4481 -1.5884 1.0382
F 4.6313 -1.7604 1.8455
```

Calculated values
- LUMO (eV) = -9.491
- charge = +5
- Kohn-Sham gap (eV) = 8.292
- energy above the lowest of the compared OMol25 structures with the same formula, charge and spin (kcal per mole) = 0.0

ORCA calculation (ωB97M-V with the def2-TZVPD basis set) on a 2-piece molecular cluster, C2H3O2P overall in a non-equilibrium geometry.

Geometry as XYZ:
```
8
Properties=species:S:1:pos:R:3
C 2.0340 -1.6254 0.9103
C -1.5847 0.8880 -0.5744
O -1.1842 0.2741 0.3659
O 1.4784 0.9603 -0.1828
P 1.1677 -0.3869 0.2799
H 1.5563 -2.4848 1.0275
H -1.0073 0.9021 -1.5235
H -2.4602 1.4725 -0.3030
```

Calculated values
- <S²> = 2.011
- multiplicity = 3
- LUMO (spin up / spin down) (eV) = 0.378 / -2.383
- Kohn-Sham gap (spin up / spin down) (eV) = 8.215 / 7.140
- energy above the lowest of the compared OMol25 structures with the same formula, charge and spin (kcal per mole) = 59.6

ORCA calculation (ωB97M-V with the def2-TZVPD basis set) on one molecule with the formula C5H10O.

Geometry as XYZ:
```
16
Properties=species:S:1:pos:R:3
C 1.8474 0.0246 0.4540
C 0.8466 0.3847 -0.6435
C -0.5967 0.0540 -0.3047
C -0.8718 -1.3098 0.2890
C -1.5540 1.1346 -0.0536
O -1.5169 0.4736 -1.3113
H 1.8929 -1.0585 0.6119
H 1.5854 0.4922 1.4097
H 2.8536 0.3590 0.1814
H 1.1028 -0.1538 -1.5656
H 0.9105 1.4531 -0.8807
H -0.3359 -2.0976 -0.2503
H -0.5614 -1.3437 1.3392
H -1.9430 -1.5232 0.2362
H -1.2160 2.1708 -0.0587
H -2.4435 0.9398 0.5472
```

Calculated values
- LUMO (eV) = 0.992
- Kohn-Sham gap (eV) = 11.093
- energy above the lowest of the compared OMol25 structures with the same formula, charge and spin (kcal per mole) = 25.1

ORCA calculation (ωB97M-V with the def2-TZVPD basis set) on a 2-piece molecular cluster, C2H5NO4 overall in a non-equilibrium geometry.

Geometry as XYZ:
```
12
Properties=species:S:1:pos:R:3
O -0.1531 1.8994 -2.1567
C -0.8520 0.8877 -1.7176
N -0.6810 0.4901 -0.3738
C 0.5474 0.4713 0.2470
O 1.4994 0.9365 -0.5735
O 0.6930 0.2286 1.4293
H -1.5941 0.3545 -2.3085
H -1.3583 -0.1614 0.0016
H 1.0214 1.5145 -1.2381
H -1.6851 -3.5840 2.7845
H -0.4179 -3.3653 1.8649
O -0.7598 -3.7977 2.6520
```

Calculated values
- <S²> = 0.755
- multiplicity = 2
- LUMO (spin up / spin down) (eV) = 3.365 / 3.309
- charge = -1
- Kohn-Sham gap (spin up / spin down) (eV) = 3.903 / 8.183
- energy above the lowest of the compared OMol25 structures with the same formula, charge and spin (kcal per mole) = 3.4

ORCA calculation (ωB97M-V with the def2-TZVPD basis set) on one molecule with the formula C3H10N6 in a non-equilibrium geometry.

Geometry as XYZ:
```
19
Properties=species:S:1:pos:R:3
C -0.4292 2.5332 0.2391
N -0.7302 1.1567 -0.1426
N -2.0101 0.8712 -0.0940
N -2.3596 -0.3191 -0.0973
N -1.5164 -1.3371 -0.1566
N -0.1329 -1.1295 0.2708
C 0.5355 -2.3143 -0.2031
N 0.2602 0.0831 -0.4206
C 1.5735 0.3771 0.0732
H -0.1021 2.5319 1.2357
H 0.2915 3.1172 -0.3603
H -1.3208 3.2278 0.1307
H -1.8427 -2.2899 -0.1492
H 0.2816 -2.4324 -1.3362
H 1.5312 -2.2506 0.0389
H 0.0998 -3.1947 0.3606
H 2.3404 -0.3308 -0.3224
H 1.8104 1.3821 -0.1962
H 1.7199 0.3182 1.1294
```

Calculated values
- LUMO (eV) = 0.931
- Kohn-Sham gap (eV) = 8.407
- energy above the lowest of the compared OMol25 structures with the same formula, charge and spin (kcal per mole) = 117.4

ORCA calculation (ωB97M-V with the def2-TZVPD basis set) on one molecule with the formula C3H3N2OP in a non-equilibrium geometry.

Geometry as XYZ:
```
10
Properties=species:S:1:pos:R:3
C -1.4587 0.0145 0.1008
P 0.3995 0.0638 0.4528
O 0.8919 -0.0378 1.9770
C 1.1126 1.4557 -0.3430
N 1.6642 2.3464 -0.7989
C 1.2028 -1.2822 -0.4699
N 1.6553 -2.1839 -1.0092
H -1.8538 0.0405 -1.0209
H -1.5297 -1.1377 0.3600
H -2.0841 0.7207 0.7513
```

Calculated values
- LUMO (eV) = -0.471
- Kohn-Sham gap (eV) = 10.924
- energy above the lowest of the compared OMol25 structures with the same formula, charge and spin (kcal per mole) = 23.1